DFT (ωB97M-V/def2-TZVPD) results for a cluster of 8 separate species, C26H71BN5O10S7 in total in a non-equilibrium geometry.

The geometry in XYZ format:
```
120
C26H71BN5O10S7 (ωB97M-V/def2-TZVPD)
C 0.780 -2.768 0.903
C -0.574 -3.383 0.537
O -1.336 -3.937 1.377
O -0.915 -3.369 -0.816
C -1.016 -2.086 -1.449
C -0.258 -2.052 -2.798
C 1.186 -1.510 -2.697
C 1.247 0.038 -2.436
C 2.510 0.293 -1.594
N 2.705 1.671 -0.977
C 1.469 2.341 -0.409
C 0.877 3.430 -1.345
C -0.505 3.228 -1.992
C -1.661 3.170 -0.983
N -1.676 1.873 -0.283
C -2.654 1.694 0.759
N -2.811 2.517 1.744
N -3.411 0.456 0.752
B 3.757 1.432 0.144
N 3.384 0.710 1.340
O 5.062 1.826 -0.110
H 0.730 -1.665 0.843
H 1.006 -3.039 1.951
H 1.577 -3.119 0.227
H -0.641 -1.301 -0.754
H -2.087 -1.879 -1.624
H -0.815 -1.422 -3.527
H -0.226 -3.084 -3.195
H 1.778 -1.784 -3.586
H 1.685 -2.003 -1.832
H 0.315 0.338 -1.922
H 1.277 0.601 -3.391
H 2.610 -0.430 -0.759
H 3.390 0.129 -2.258
H 3.120 2.313 -1.647
H 1.774 2.832 0.538
H 0.736 1.554 -0.116
H 0.802 4.349 -0.723
H 1.610 3.660 -2.150
H -0.700 4.121 -2.628
H -0.538 2.344 -2.664
H -2.627 3.360 -1.499
H -1.530 3.991 -0.248
H -1.780 1.134 -0.970
H -2.178 3.311 1.645
H -3.474 0.062 -0.181
H -2.969 -0.244 1.343
H 4.209 0.281 1.751
H 2.913 1.277 2.038
H 5.223 2.386 -0.873
C 0.894 -0.311 3.910
S 0.158 1.152 3.180
O 1.270 2.016 2.663
C -0.415 1.868 4.717
H 1.337 -0.898 3.107
H 1.661 -0.021 4.628
H 0.100 -0.880 4.399
H 0.435 2.023 5.383
H -1.144 1.189 5.161
H -0.888 2.820 4.483
C -3.161 -3.134 4.127
S -2.942 -2.320 5.707
O -2.146 -1.085 5.444
C -1.802 -3.532 6.383
H -3.815 -2.511 3.520
H -2.193 -3.243 3.637
H -3.628 -4.109 4.274
H -0.934 -3.617 5.729
H -2.312 -4.491 6.472
H -1.496 -3.185 7.368
C -3.887 7.609 -3.023
S -2.864 6.613 -4.107
O -2.363 5.468 -3.284
C -1.507 7.779 -4.237
H -4.776 7.028 -2.783
H -3.334 7.837 -2.112
H -4.175 8.523 -3.542
H -1.121 7.998 -3.241
H -1.861 8.688 -4.723
H -0.731 7.318 -4.846
C -3.166 1.660 -5.433
S -2.311 0.088 -5.342
O -0.872 0.403 -5.086
C -2.458 -0.323 -7.081
H -3.149 2.122 -4.450
H -2.654 2.306 -6.146
H -4.198 1.487 -5.739
H -1.997 0.466 -7.675
H -3.512 -0.433 -7.335
H -1.939 -1.265 -7.246
C 5.143 2.086 5.169
S 5.985 1.064 3.954
O 6.580 -0.081 4.689
C 7.307 2.238 3.631
H 4.292 1.526 5.549
H 5.835 2.308 5.981
H 4.794 3.004 4.696
H 7.820 2.465 4.564
H 6.888 3.143 3.190
H 7.999 1.774 2.931
C 5.186 -4.948 -0.610
S 5.200 -3.511 -1.684
O 3.827 -2.918 -1.616
C 5.281 -4.413 -3.232
H 5.090 -4.594 0.414
H 4.339 -5.583 -0.868
H 6.124 -5.490 -0.724
H 4.427 -5.086 -3.303
H 6.217 -4.970 -3.274
H 5.251 -3.686 -4.041
C -6.896 -6.795 1.577
S -5.231 -6.153 1.776
O -5.076 -5.799 3.214
C -5.513 -4.611 0.895
H -6.946 -7.746 2.103
H -7.610 -6.094 2.009
H -7.098 -6.951 0.518
H -6.325 -4.064 1.373
H -5.752 -4.830 -0.146
H -4.592 -4.033 0.945
```

Output
2S+1	1
net charge	+1
HOMO-LUMO gap	8.0314	eV
HOMO energy	-10.2757	eV